The ion C7H16N with charge +1 in a non-equilibrium geometry, computed with the ωB97M-V functional and the def2-TZVPD basis.

Geometry as XYZ:
```
24
Properties=species:S:1:pos:R:3:forces:R:3:lowdin_charge:R:1
C -1.3175 0.7643 2.8128 0.61 -1.27 -0.46 -0.043
C -2.1768 0.8294 1.5371 1.47 1.36 0.26 -0.170
N -1.4036 0.9062 0.2811 -0.67 -2.03 -0.34 0.049
C -0.7536 -0.4344 0.1253 4.81 1.65 -4.04 -0.119
C -0.0714 -0.3336 -1.2817 -1.18 -0.47 -1.53 -0.049
C 1.2606 -0.5221 -1.5020 -2.42 -0.67 0.90 -0.381
C 1.9492 -0.4862 -2.7804 1.21 -0.14 0.29 -0.049
C 2.1476 -0.8931 -0.4200 3.94 -1.91 1.73 -0.086
H -0.4896 1.4810 2.9738 -0.74 0.16 -0.64 0.099
H -0.8226 -0.2231 2.9441 -0.65 0.48 0.03 0.090
H -2.0649 0.9268 3.5680 0.03 -0.13 0.77 0.081
H -2.7483 -0.0241 1.3053 -1.33 -0.84 0.86 0.118
H -2.6978 1.7426 1.5972 -1.35 0.80 0.02 0.118
H -1.9505 1.0804 -0.6048 0.15 -0.42 1.25 0.204
H -0.7766 1.6580 0.2810 1.79 1.19 0.19 0.157
H 0.1675 -0.7349 0.6504 -1.25 1.03 1.28 0.107
H -1.4176 -1.2078 0.0824 -2.30 -1.62 0.36 0.106
H -0.8621 -0.2299 -2.1543 1.97 0.02 1.48 0.151
H 1.3022 -0.0519 -3.4631 -0.78 0.85 -1.87 0.061
H 2.8913 0.0836 -2.6484 -0.50 -0.21 -0.37 0.114
H 2.2180 -1.5030 -3.0768 0.00 0.09 -0.06 0.112
H 1.7644 -1.3854 0.4959 0.14 -0.22 -0.86 0.083
H 3.2370 -1.4059 -0.7077 -3.27 0.62 0.23 0.172
H 2.6151 -0.0370 -0.0154 0.33 1.65 0.53 0.074
```
Positions in Å, forces in eV/Å.

Results
total charge	+1
E_tot	-8999.8773	eV
relative energy (zero: lowest compared OMol25 entry of this formula, charge and spin)	234.2	kJ/mol
frontier orbital gap	9.9	eV
max |F|	6.494	eV/A
E_HOMO	-13.0	eV
spin multiplicity	1
SMILES	CC[NH2+]CC=C(C)C